No. 1
Below is a single C23H24N4O3 molecule in a non-equilibrium geometry, with properties calculated with the ωB97M-V functional and the def2-TZVPD basis.

Structure (XYZ):
```
54
Properties=species:S:1:pos:R:3:forces:R:3
C -3.7403 1.1609 0.5416 -0.05 0.10 -0.06
C -3.4099 2.1290 -0.5975 0.04 -0.19 0.14
C -1.9462 2.0801 -0.8809 -0.07 0.56 0.06
N -1.1884 3.0066 -0.4432 -0.90 0.24 0.15
N 0.1461 2.9478 -0.5957 0.43 -0.36 -0.39
C 0.8756 3.9418 0.1637 0.23 0.24 0.34
C 0.9272 3.5556 1.6447 0.02 -0.10 -0.19
C 1.6010 2.1958 1.8382 -0.23 0.20 0.01
C 0.6294 1.0572 1.5586 0.27 -0.02 0.14
O -0.5740 1.1873 1.7328 -0.30 0.16 0.16
N 1.1559 -0.1180 1.1517 -0.12 -0.27 -0.10
C 2.5706 -0.3341 0.9033 0.62 0.23 -0.13
C 2.8481 -1.7700 0.4487 -0.10 0.13 0.15
C 2.1848 -2.7330 1.3822 -0.01 -0.08 0.00
C 2.8124 -3.8217 1.9630 -0.02 0.05 -0.04
C 2.1056 -4.6469 2.8223 0.02 -0.09 0.07
C 0.7780 -4.3792 3.1105 -0.03 -0.09 0.06
C 0.1487 -3.2842 2.5413 0.02 0.04 -0.08
C 0.8495 -2.4644 1.6738 0.07 -0.01 0.01
C 0.2613 -1.2591 1.0069 -0.39 -0.08 -0.01
C 0.8198 1.9255 -1.2208 -0.03 0.33 -0.07
O 2.0415 1.9034 -1.2925 0.10 -0.17 -0.14
C -0.0506 0.9121 -1.7767 0.14 -0.52 -0.28
C 0.2606 -0.2380 -2.4832 0.13 0.19 0.02
C -0.9707 -0.8634 -2.7137 -0.82 1.17 0.79
O -1.4805 -1.9607 -3.3044 0.39 -0.21 -0.17
C -2.8222 -1.8849 -3.1147 -0.57 0.42 0.31
C -3.2046 -0.7762 -2.4191 -0.18 -0.36 -0.20
C -1.9951 -0.0919 -2.1442 0.71 -0.79 -0.53
N -1.4272 1.0013 -1.5664 0.54 -0.17 -0.09
H -3.5846 0.1302 0.2324 0.00 -0.14 0.05
H -4.7762 1.2807 0.8481 -0.11 -0.05 0.03
H -3.0895 1.3628 1.3880 0.03 -0.02 0.09
H -3.9744 1.8735 -1.4964 -0.04 0.09 -0.04
H -3.6560 3.1468 -0.2976 0.06 -0.02 -0.13
H 0.3646 4.8984 0.0408 0.06 -0.08 -0.08
H 1.8813 3.9940 -0.2587 -0.15 0.06 0.04
H -0.0924 3.5013 2.0314 0.07 0.09 0.06
H 1.4735 4.3275 2.1873 -0.01 0.03 0.02
H 1.9195 2.0830 2.8782 0.04 -0.06 -0.01
H 2.4793 2.1307 1.2000 0.07 -0.06 0.08
H 3.1346 -0.1401 1.8245 0.02 -0.04 -0.11
H 2.9122 0.3560 0.1235 0.00 -0.08 0.18
H 2.4466 -1.9086 -0.5591 0.05 0.02 -0.07
H 3.9257 -1.9299 0.4090 -0.02 0.02 -0.05
H 3.8499 -4.0268 1.7411 0.11 -0.02 -0.02
H 2.5939 -5.4988 3.2720 0.04 -0.07 0.04
H 0.2323 -5.0224 3.7848 -0.04 -0.06 0.06
H -0.8847 -3.0678 2.7699 -0.11 0.04 0.03
H -0.6968 -0.9769 1.4484 0.14 -0.10 -0.14
H 0.1057 -1.4658 -0.0619 -0.08 0.05 0.10
H 1.2416 -0.5413 -2.7845 0.26 0.01 -0.02
H -3.4075 -2.6846 -3.5236 0.00 -0.14 -0.08
H -4.2073 -0.5114 -2.1557 -0.24 -0.02 0.02
```
Forces are in eV/Å.

Calculated values
Multiplicity: 1
Relative energy (zero: lowest compared OMol25 entry of this formula, charge and spin): 176.32 kJ/mol
Net charge: 0
Frontier orbital gap: 8.71 eV
Structure (SMILES): CCc1nn(CCCC(=O)N2CCc3ccccc3C2)c(=O)c2cc3occc3n12

No. 2
Below is a molecular structure, C23H24N4OPdS2Te, with properties calculated with the ωB97M-V functional and the def2-TZVPD basis.

Structure (XYZ):
```
56
Properties=species:S:1:pos:R:3:forces:R:3
Pd -0.4122 -0.2720 -0.6140 0.04 -0.32 -0.18
N -3.7025 2.1460 -1.9727 0.00 -0.01 0.00
C -2.5359 1.5341 -1.6463 -0.04 0.07 -0.01
S -2.6513 -0.1009 -1.0563 0.02 0.00 0.00
N -1.4390 2.2188 -1.8255 0.01 -0.02 0.00
N -0.3244 1.5111 -1.5037 -0.05 0.03 -0.01
C 0.8429 2.0701 -1.5713 0.01 0.06 -0.02
C 1.0435 3.4833 -1.9670 -0.02 0.06 -0.02
C 1.5015 4.3995 -1.0237 -0.01 -0.01 -0.01
C 1.6944 5.7264 -1.3798 0.00 -0.01 -0.01
C 1.4358 6.1416 -2.6783 0.00 0.00 0.01
C 0.9766 5.2304 -3.6197 0.00 -0.02 0.00
C 0.7760 3.9052 -3.2656 0.01 0.01 0.02
C 1.9583 1.2213 -1.1664 0.05 0.03 -0.01
C 3.2815 1.6446 -1.2082 0.06 0.00 0.01
C 4.2779 0.7876 -0.7816 0.01 0.08 -0.03
C 3.9339 -0.4723 -0.3180 0.00 -0.06 0.03
C 2.6021 -0.8367 -0.3005 -0.04 -0.04 -0.01
N 1.6395 -0.0171 -0.7247 0.01 -0.01 0.01
H -4.5539 1.7737 -1.5924 -0.01 0.00 0.00
H -3.6580 3.1398 -2.1250 -0.01 0.00 0.00
H 1.6914 4.0722 -0.0082 0.00 -0.01 0.00
H 2.0424 6.4356 -0.6402 0.00 0.00 0.00
H 1.5881 7.1764 -2.9565 0.00 0.00 0.00
H 0.7697 5.5534 -4.6318 0.00 0.00 0.01
H 0.4032 3.1938 -3.9908 0.00 0.00 -0.01
H 3.5092 2.6367 -1.5696 0.00 0.00 0.00
H 5.3131 1.1013 -0.8088 -0.01 0.00 0.00
H 4.6810 -1.1720 0.0280 0.00 0.00 0.00
H 2.2702 -1.8060 0.0507 0.01 0.00 0.01
O 0.6875 -3.2272 0.2317 0.02 0.01 -0.02
S -0.5541 -2.5080 -0.1165 -0.05 0.08 0.04
C -1.4086 -3.4753 -1.3789 -0.02 0.03 -0.03
C -2.1822 -4.5266 -0.5970 0.02 -0.01 0.02
C -2.8616 -3.7515 0.5327 0.00 0.01 0.00
C -1.8089 -2.8303 1.1518 0.02 -0.01 0.05
H -0.6392 -3.8477 -2.0525 0.01 0.00 0.00
H -2.0692 -2.7895 -1.9121 -0.01 0.00 -0.01
H -1.4913 -5.2687 -0.1916 0.00 0.00 0.00
H -2.9004 -5.0440 -1.2325 0.00 0.00 0.00
H -3.2826 -4.4112 1.2905 0.00 0.00 0.00
H -3.6774 -3.1517 0.1233 0.00 0.00 0.00
H -1.2407 -3.2947 1.9609 0.00 0.00 -0.01
H -2.1884 -1.8729 1.5013 0.01 0.03 0.00
Te -0.3294 0.9592 2.0129 -0.04 0.12 0.14
C -0.2706 -0.7541 3.2459 0.03 -0.05 0.05
C 0.7978 -1.6512 3.1910 -0.05 -0.02 0.02
C 0.7901 -2.8230 3.9373 -0.01 0.01 -0.01
C -0.2824 -3.1170 4.7691 0.01 0.00 0.00
C -1.3400 -2.2194 4.8561 0.00 0.02 -0.02
C -1.3325 -1.0519 4.1044 0.01 -0.02 -0.01
H 1.6379 -1.4357 2.5426 0.01 0.00 0.01
H 1.6241 -3.5104 3.8630 0.00 0.00 0.00
H -0.2890 -4.0295 5.3522 0.00 0.00 0.00
H -2.1769 -2.4293 5.5121 0.01 0.00 0.00
H -2.1671 -0.3643 4.1704 0.00 0.00 0.00
```
Forces are in eV/Å.

Calculated values
Multiplicity: 1
Relative energy (zero: lowest compared OMol25 entry of this formula, charge and spin): 65.07 kJ/mol
Net charge: 0
Frontier orbital gap (alpha / beta): 5.35 / 5.35 eV

No. 3
Below is a molecular structure, C23H24N5OS2Sc in a non-equilibrium geometry, with properties calculated with the ωB97M-V functional and the def2-TZVPD basis.

Structure (XYZ):
```
56
Properties=species:S:1:pos:R:3:forces:R:3
Sc -0.3337 0.1698 -0.1425 -0.28 0.21 -0.35
C 2.7099 3.4429 0.4154 0.17 -0.18 -0.03
C 1.9202 2.2163 0.1012 0.33 -0.07 -0.16
N 0.6575 2.0885 0.3309 0.08 0.37 0.10
N 0.0538 3.1787 0.8980 0.18 -0.33 -0.02
C -1.2447 3.1077 0.8960 -0.32 0.33 0.07
N -1.9028 4.1536 1.4059 -0.10 -0.17 -0.03
S -2.2237 1.7920 0.2680 0.62 -0.41 0.07
C 2.5755 1.0789 -0.5941 -0.14 0.30 0.11
C 3.9312 1.0565 -0.8264 0.48 -0.01 -0.09
C 4.4785 0.0083 -1.5572 0.12 0.10 0.04
C 3.6479 -0.9883 -2.0389 0.18 -0.06 -0.09
C 2.3043 -0.9097 -1.7446 -0.19 -0.11 -0.03
N 1.7795 0.0918 -1.0380 -0.73 -0.01 0.16
H 2.0620 4.2294 0.7706 -0.07 0.07 0.04
H 3.2466 3.7836 -0.4737 -0.03 -0.03 0.05
H 3.4532 3.2240 1.1896 -0.04 0.01 -0.06
H -1.3881 4.9329 1.7790 0.05 0.04 -0.01
H -2.9035 4.1648 1.4325 -0.13 0.02 0.01
H 4.5561 1.8546 -0.4499 0.01 -0.07 -0.05
H 5.5439 -0.0195 -1.7555 -0.08 0.01 0.02
H 4.0272 -1.8071 -2.6358 -0.01 0.04 0.05
H 1.6144 -1.6685 -2.0931 -0.03 -0.01 0.00
O -1.6036 -0.9736 -1.1622 -0.34 -0.09 0.23
S -3.1159 -1.2110 -1.4941 0.01 0.00 -0.23
C -3.2801 -2.9357 -1.8123 0.17 -0.03 -0.11
C -3.6534 -3.2650 -3.1096 0.01 0.00 -0.05
C -3.8492 -4.6034 -3.4303 0.00 -0.02 -0.03
C -3.6600 -5.5771 -2.4624 0.03 0.01 0.06
C -3.2743 -5.2307 -1.1641 -0.03 -0.05 -0.04
C -3.0871 -3.9043 -0.8259 -0.03 0.01 -0.11
C -4.0271 -1.0909 0.0258 -0.01 0.16 -0.16
C -5.4055 -1.0086 -0.1283 -0.10 0.05 -0.10
C -6.1973 -0.9107 1.0053 -0.03 -0.02 0.01
C -5.6072 -0.8773 2.2646 -0.08 0.04 0.05
C -4.2278 -0.9552 2.3945 -0.09 0.03 0.12
C -3.4301 -1.0592 1.2671 -0.44 -0.23 0.14
H -3.7991 -2.4906 -3.8586 0.02 -0.09 0.12
H -4.1524 -4.8780 -4.4339 0.02 0.01 0.09
H -3.8222 -6.6186 -2.7124 0.01 0.05 0.03
H -3.1492 -6.0007 -0.4108 -0.01 0.05 -0.09
H -2.8247 -3.6255 0.1878 -0.04 0.04 -0.03
H -5.8594 -1.0201 -1.1171 0.07 0.01 0.14
H -7.2750 -0.8559 0.9032 0.10 0.02 0.01
H -6.2274 -0.7811 3.1501 0.07 -0.04 -0.12
H -3.7701 -0.9333 3.3755 -0.03 0.01 -0.04
H -2.3751 -1.1551 1.3808 0.64 -0.04 0.03
C 2.1601 -4.4482 2.0953 -0.04 0.07 -0.04
C 1.0149 -4.2649 1.0842 0.15 0.33 0.07
C 0.6227 -2.8549 0.9378 0.16 -1.06 0.20
N 0.3038 -1.7629 0.8345 -0.13 0.69 0.07
H 2.4031 -5.5073 2.1545 -0.01 0.04 0.00
H 1.8676 -4.1045 3.0870 0.01 -0.02 -0.05
H 3.0522 -3.9061 1.7809 -0.06 -0.04 0.02
H 0.1284 -4.8232 1.3819 -0.10 0.04 0.04
H 1.2988 -4.6245 0.0944 0.01 0.04 -0.06
```
Forces are in eV/Å.

Calculated values
Multiplicity: 1
Relative energy (zero: lowest compared OMol25 entry of this formula, charge and spin): 51.00 kJ/mol
Net charge: +2
Frontier orbital gap: 7.28 eV

No. 4
Below is a molecular structure, C23H24O3PRh, with properties calculated with the ωB97M-V functional and the def2-TZVPD basis.

Structure (XYZ):
```
52
Properties=species:S:1:pos:R:3:forces:R:3
Rh 0.5296 1.3533 0.1627 -0.04 -0.06 -0.71
C 2.7249 3.6383 0.2059 -0.20 -0.12 -0.15
O 1.4526 3.2498 -0.3835 0.14 0.29 0.13
C 0.4250 4.2696 -0.2896 0.14 -0.16 -0.07
C -0.2795 4.1511 1.0352 -0.04 -0.10 0.00
O -0.8361 2.8187 1.0984 -0.15 0.15 0.19
C -1.4338 2.5530 2.3904 0.12 0.00 -0.23
H 3.0165 4.5990 -0.2123 0.04 0.01 0.03
H 3.4425 2.8779 -0.0874 0.02 0.00 0.03
H 2.6421 3.6859 1.2906 0.04 0.05 0.01
H -0.2533 4.0803 -1.1218 -0.06 0.00 0.04
H 0.8771 5.2504 -0.4328 -0.01 0.03 0.08
H -1.0886 4.8782 1.1228 0.00 0.01 -0.05
H 0.4053 4.2839 1.8775 0.03 0.04 -0.02
H -2.1886 3.3120 2.5882 -0.01 -0.01 0.05
H -0.6582 2.5629 3.1568 -0.04 0.02 0.05
H -1.8933 1.5728 2.3249 -0.02 -0.01 0.02
O 1.6818 0.9343 2.3355 0.14 -0.24 0.41
C 1.8501 0.0865 1.5085 0.02 -0.22 -0.11
C 1.9596 -1.3697 1.4128 -0.13 0.89 0.02
C 2.7918 -2.1099 2.2433 0.04 -0.32 -0.01
C 2.9665 -3.4594 1.9607 -0.05 0.23 0.02
C 2.3156 -4.0377 0.8757 0.01 -0.11 -0.03
C 1.4726 -3.2955 0.0572 0.00 0.03 0.04
C 1.2902 -1.9402 0.3152 0.08 -0.43 -0.08
P 0.1939 -0.9089 -0.6545 0.30 0.24 0.24
C -0.1168 -1.5587 -2.2704 0.08 -0.06 -0.21
C 0.8705 -1.3710 -3.2440 0.01 -0.02 -0.03
C 0.6941 -1.9047 -4.5087 0.00 0.00 0.03
C -0.4621 -2.6166 -4.8023 -0.03 -0.01 0.01
C -1.4451 -2.8022 -3.8363 0.06 0.01 -0.06
C -1.2787 -2.2754 -2.5672 -0.11 -0.01 0.03
C -1.3121 -0.6021 0.2475 -0.44 -0.21 0.31
C -2.3535 0.1082 -0.3864 0.03 0.05 -0.02
C -3.5677 0.2712 0.2506 -0.02 -0.03 0.03
C -3.7686 -0.2762 1.5158 -0.02 0.00 0.02
C -2.7474 -0.9686 2.1595 0.02 0.02 -0.06
C -1.5224 -1.1275 1.5371 -0.01 -0.02 -0.01
H 3.2971 -1.6407 3.0764 0.01 0.01 -0.01
H 3.6122 -4.0568 2.5894 0.00 -0.02 -0.01
H 2.4649 -5.0883 0.6649 -0.01 0.01 0.00
H 0.9647 -3.7748 -0.7702 0.00 0.03 -0.02
H 1.7733 -0.8152 -3.0182 -0.01 0.01 0.02
H 1.4544 -1.7634 -5.2644 0.00 0.00 0.00
H -0.6008 -3.0304 -5.7922 0.00 0.00 0.00
H -2.3389 -3.3613 -4.0768 -0.01 0.00 0.02
H -2.0495 -2.4280 -1.8215 0.04 0.02 0.04
H -2.2185 0.5004 -1.3888 0.04 -0.01 0.00
H -4.3690 0.8045 -0.2426 0.01 0.00 -0.01
H -4.7295 -0.1672 2.0016 0.00 0.01 -0.01
H -2.9153 -1.3995 3.1372 0.01 0.01 0.00
H -0.7416 -1.6926 2.0297 0.01 -0.01 -0.01
```
Forces are in eV/Å.

Calculated values
Multiplicity: 5
<S²>: 6.022
Net charge: +2
Frontier orbital gap (alpha / beta): 7.19 / 6.35 eV

What total energy values result from the calculations? In sequence: -1335.606542, -2377.379313, -2796.589182, -1567.764771 hartree.